<1>
The following is a quantum chemistry calculation of an isolated molecule of C2H8N4, from the OMol25 dataset.

XYZ file:
```
14
Properties=species:S:1:pos:R:3
C 2.32 -0.25 0.14
N 1.08 0.63 0.14
C -0.06 0.18 -0.12
N -0.50 -1.13 -0.25
N -1.14 1.15 -0.26
N -2.40 0.91 0.30
H 2.89 -0.07 -0.77
H 2.91 0.08 1.00
H 2.12 -1.33 0.24
H -1.33 -1.25 -0.82
H 0.23 -1.79 -0.46
H -0.80 2.08 -0.01
H -2.97 0.35 -0.33
H -2.34 0.43 1.20
```

Values from the calculation:
molecular weight	88.11	g mol⁻¹
SMILES string	C/N=C(\N)NN
gap between HOMO and LUMO	9.689	eV
HOMO level	-0.3239	hartree
LUMO	0.9	eV
charge	0

***

<2>
The following is a quantum chemistry calculation of an isolated molecule of C2H8N4, from the OMol25 dataset.

XYZ file:
```
14
Properties=species:S:1:pos:R:3
H -1.76 -0.91 -0.02
N -0.78 -1.14 -0.21
C -0.04 -0.11 0.00
N -0.44 1.22 0.16
C -1.84 1.53 0.04
N 1.31 -0.22 -0.03
N 1.99 -1.44 -0.06
H 0.20 1.93 0.55
H -2.30 0.91 -0.81
H -2.11 2.65 -0.16
H -2.48 1.27 0.92
H 1.86 0.56 0.56
H 1.64 -2.06 0.69
H 1.71 -1.84 -0.98
```

Values from the calculation:
molecular weight	88.11	g mol⁻¹
SMILES string	[H]/N=C(\NC)NN
gap between HOMO and LUMO	9.680	eV
HOMO level	-0.3256	hartree
LUMO	0.8	eV
charge	0

***

Best to worst by energy: <1>, <2>.

***

<1>
The following is a quantum chemistry calculation of an isolated molecule of C6H15Cl2NSi, from the OMol25 dataset.

XYZ file:
```
25
Properties=species:S:1:pos:R:3
C -1.91 0.78 -0.58
C -0.33 0.71 -0.65
C 0.27 2.05 -0.34
C 0.08 0.25 -2.01
Si 0.24 -0.53 0.75
C -0.73 -2.13 0.30
C 2.21 -0.99 0.62
N 0.28 -0.02 2.42
Cl -1.29 0.87 2.85
Cl 0.84 -0.96 3.73
H -2.38 -0.06 -0.25
H -2.12 1.45 0.14
H -2.48 1.17 -1.51
H -0.15 2.91 -0.96
H 1.35 1.99 -0.46
H 0.24 2.31 0.75
H 1.16 0.48 -2.25
H -0.16 -0.72 -2.07
H -0.55 0.87 -2.70
H -1.12 -2.64 1.22
H -1.39 -1.86 -0.52
H 0.16 -2.68 -0.17
H 2.61 -0.65 -0.39
H 2.78 -0.42 1.42
H 2.41 -2.15 0.66
```

Values from the calculation:
molecular weight	200.19	g mol⁻¹
SMILES string	CC(C)(C)[Si](C)(C)N(Cl)Cl
gap between HOMO and LUMO	9.036	eV
HOMO level	-0.3428	hartree
LUMO	-0.3	eV
charge	0

***

<2>
The following is a quantum chemistry calculation of a cluster of 2 separate species, C6H15Cl2NSi in total, from the OMol25 dataset.

XYZ file:
```
25
Properties=species:S:1:pos:R:3
C -1.50 0.64 0.46
C 0.73 1.35 1.48
C 0.59 1.78 -0.85
C 0.37 -2.21 1.07
C 0.21 -1.26 -2.11
C -0.02 0.83 0.27
N 2.44 -0.99 -0.56
Si 0.80 -0.94 -0.27
Cl 3.64 1.67 -0.06
Cl 3.83 -1.44 0.22
H -1.73 -0.15 1.22
H -1.97 1.57 0.78
H -1.96 0.45 -0.48
H 1.75 1.06 1.42
H 0.40 0.68 2.28
H 0.72 2.48 1.73
H 0.34 2.79 -0.80
H 1.73 1.75 -0.85
H 0.37 1.46 -1.86
H 0.44 -1.73 2.10
H -0.57 -2.68 0.97
H 1.14 -3.02 1.04
H -0.86 -1.26 -1.89
H 0.48 -0.49 -2.85
H 0.56 -2.36 -2.54
```

Values from the calculation:
molecular weight	200.19	g mol⁻¹
gap between HOMO and LUMO (spin up / spin down)	4.988 / 5.660	eV
HOMO level (spin up / spin down)	-0.3249 / -0.3342	hartree
LUMO (spin up / spin down)	-3.9 / -3.4	eV
charge	0

***

Best to worst by energy: <1>, <2>.

***

<1>
The following is a quantum chemistry calculation of a cluster of 2 separate species, C5H12N3 in total, from the OMol25 dataset.

XYZ file:
```
20
Properties=species:S:1:pos:R:3
C -1.83 0.75 -1.27
C 1.86 0.02 -0.67
C -1.25 0.49 -0.07
C -1.35 1.10 1.26
C -0.50 -1.68 0.89
N 0.93 0.10 0.21
N 3.10 0.51 -0.69
N -0.20 -0.55 -0.02
H -1.34 0.17 -2.09
H -2.51 1.59 -1.41
H 1.44 -0.55 -1.62
H -2.42 1.23 1.71
H -1.11 2.18 1.04
H -0.81 0.61 2.02
H -1.15 -2.34 0.33
H 0.48 -2.12 1.07
H -0.90 -1.32 1.83
H 3.87 0.17 -1.35
H 3.61 0.73 0.15
H 0.08 -1.11 -1.33
```

Values from the calculation:
molecular weight	114.17	g mol⁻¹
gap between HOMO and LUMO	9.496	eV
HOMO level	-0.5024	hartree
LUMO	-4.2	eV
charge	+1

***

<2>
The following is a quantum chemistry calculation of the ion C5H12N3 with charge +1, from the OMol25 dataset.

XYZ file:
```
20
Properties=species:S:1:pos:R:3
H -2.60 1.66 0.31
N -1.61 2.09 0.09
N -0.69 1.33 0.05
C -0.53 -0.05 0.09
C -1.55 -0.99 0.84
C -0.56 -0.34 -1.41
C 0.77 -0.29 0.90
N 2.04 -0.20 0.22
C 2.40 0.83 -0.48
H -1.16 -2.04 0.87
H -2.46 -1.06 0.19
H -1.93 -0.78 1.80
H -0.01 0.55 -1.88
H -1.55 -0.30 -1.80
H -0.01 -1.28 -1.67
H 0.77 0.45 1.70
H 0.80 -1.15 1.47
H 2.50 -1.19 0.19
H 1.97 1.85 -0.58
H 3.40 0.91 -0.90
```

Values from the calculation:
molecular weight	114.17	g mol⁻¹
SMILES string	[H]/N=N\C(C)(C)C[NH+]=C
gap between HOMO and LUMO	7.004	eV
HOMO level	-0.4552	hartree
LUMO	-5.4	eV
charge	+1

***

Best to worst by energy: <2>, <1>.

***

<1>
The following is a quantum chemistry calculation of the ion C9H13N2O3 with charge +1, from the OMol25 dataset.

XYZ file:
```
27
Properties=species:S:1:pos:R:3
N -1.93 2.72 0.25
C -1.17 1.78 1.08
C -1.84 0.37 1.29
O -2.78 0.02 0.24
C -0.85 -0.83 1.58
C 0.45 -0.83 0.74
C 0.34 -0.73 -0.72
C 1.56 -0.69 -1.57
C 1.41 -0.57 -3.12
O 2.17 0.04 -3.80
O 0.28 -1.21 -3.68
C 2.86 -0.75 -0.87
C 2.87 -0.88 0.58
N 1.71 -0.92 1.34
H -2.68 3.18 0.76
H -2.25 2.30 -0.63
H -0.11 1.76 0.69
H -1.10 2.26 2.11
H -2.49 0.47 2.22
H -2.68 -0.92 0.00
H -0.61 -0.83 2.69
H -1.37 -1.82 1.40
H -0.68 -0.68 -1.17
H -0.47 -0.63 -3.44
H 3.80 -0.69 -1.48
H 3.83 -0.93 1.15
H 1.72 -1.02 2.36
```

Values from the calculation:
molecular weight	197.21	g mol⁻¹
SMILES string	NC[C@@H](O)Cc1cc(C(=O)O)cc[nH+]1
gap between HOMO and LUMO	6.850	eV
HOMO level	-0.4503	hartree
LUMO	-5.4	eV
charge	+1

***

<2>
The following is a quantum chemistry calculation of a cluster of 2 separate species, C9H13N2O3 in total, from the OMol25 dataset.

XYZ file:
```
27
Properties=species:S:1:pos:R:3
C 3.71 -1.48 1.84
C 2.46 -0.12 0.50
C 0.14 0.36 0.17
C -3.56 0.44 0.73
C 4.89 -1.61 0.91
C 3.74 0.44 -0.02
C 4.59 -0.81 -0.35
C -5.49 1.50 -2.21
C -5.23 0.61 -0.91
N 2.58 -0.87 1.57
N 1.31 0.27 0.02
O -0.98 0.54 0.16
O -4.43 -0.16 1.59
O -3.93 0.82 -0.38
H 3.87 -1.67 2.99
H 5.74 -1.29 1.37
H 5.11 -2.60 0.48
H 3.63 1.11 -0.81
H 4.31 1.00 0.70
H 5.56 -0.63 -0.74
H 4.00 -1.34 -1.14
H -5.32 2.52 -1.88
H -4.99 1.21 -3.12
H -6.57 1.50 -2.42
H -5.25 -0.46 -1.17
H -5.95 0.92 -0.22
H -3.92 -0.21 2.36
```

Values from the calculation:
molecular weight	197.21	g mol⁻¹
gap between HOMO and LUMO	4.362	eV
HOMO level	-0.3785	hartree
LUMO	-5.9	eV
charge	+1

***

Best to worst by energy: <1>, <2>.

***

<1>
The following is a quantum chemistry calculation of a cluster of 2 separate species, C5H10N3 in total, from the OMol25 dataset.

XYZ file:
```
18
Properties=species:S:1:pos:R:3
C -1.08 0.40 -1.77
C -0.36 0.07 -0.85
C 0.76 0.43 1.68
C -1.77 0.72 -2.99
C 0.75 -1.82 0.08
N -0.16 1.34 1.75
N 0.61 -0.41 -0.13
N 1.65 0.08 2.54
H -2.43 -0.10 -3.28
H -2.37 1.62 -2.87
H -1.04 0.90 -3.78
H -0.11 -2.30 0.55
H 0.91 -2.27 -0.91
H 1.65 -2.01 0.66
H -0.78 1.47 0.96
H -0.29 1.96 2.55
H 1.72 0.56 3.44
H 2.32 -0.65 2.35
```

Values from the calculation:
molecular weight	112.16	g mol⁻¹
gap between HOMO and LUMO (spin up / spin down)	7.911 / 7.912	eV
HOMO level (spin up / spin down)	-0.4530 / -0.4530	hartree
LUMO (spin up / spin down)	-4.4 / -4.4	eV
charge	+1

***

<2>
The following is a quantum chemistry calculation of the ion C5H10N3 with charge +1, from the OMol25 dataset.

XYZ file:
```
18
Properties=species:S:1:pos:R:3
C 1.28 0.11 -1.28
C 0.62 0.33 0.07
C 1.47 -0.05 1.28
N 0.00 1.60 0.09
C -1.27 1.48 0.06
C -1.72 0.06 -0.03
N -2.94 -0.36 -0.09
N -0.64 -0.63 -0.02
H 0.51 -0.06 -1.97
H 1.79 -0.80 -1.22
H 1.99 1.01 -1.51
H 1.14 0.37 2.15
H 2.48 0.22 1.20
H 1.50 -1.08 1.45
H -2.00 2.37 0.00
H -3.77 0.36 -0.24
H -3.31 -1.29 0.26
H -0.51 -1.64 0.12
```

Values from the calculation:
molecular weight	112.16	g mol⁻¹
SMILES string	CC1(C)N=CC(=[NH2+])N1
gap between HOMO and LUMO	10.774	eV
HOMO level	-0.5582	hartree
LUMO	-4.4	eV
charge	+1

***

<3>
The following is a quantum chemistry calculation of the ion C5H10N3 with charge +1, from the OMol25 dataset.

XYZ file:
```
18
Properties=species:S:1:pos:R:3
C 1.12 -1.29 -0.25
C -0.51 -0.66 -1.85
C 0.79 1.31 1.50
C 0.48 -1.01 1.02
C -1.21 0.20 -0.86
N 0.74 -1.30 -1.45
N 0.37 0.09 1.72
N -0.87 1.41 -0.50
H 1.89 -2.11 -0.30
H -1.08 -1.57 -1.93
H -0.43 -0.23 -2.97
H 0.59 2.10 2.12
H 1.35 1.52 0.61
H 0.23 -1.93 1.55
H -2.12 -0.16 -0.28
H 0.06 -0.12 2.67
H -1.40 1.95 0.11
H -0.01 1.80 -0.93
```

Values from the calculation:
molecular weight	112.16	g mol⁻¹
gap between HOMO and LUMO (spin up / spin down)	7.610 / 7.611	eV
HOMO level (spin up / spin down)	-0.4390 / -0.4390	hartree
LUMO (spin up / spin down)	-4.3 / -4.3	eV
charge	+1

***

<4>
The following is a quantum chemistry calculation of the ion C5H10N3 with charge +1, from the OMol25 dataset.

XYZ file:
```
18
Properties=species:S:1:pos:R:3
N 2.58 -0.74 0.68
C 1.32 -0.49 0.85
N 0.56 -1.55 1.07
N 0.79 0.70 0.69
C -0.64 0.96 0.55
C -1.24 0.14 -0.78
C -2.44 0.58 -1.58
C -1.30 0.83 -2.10
H 2.72 -1.65 0.99
H 3.35 -0.02 0.64
H 0.94 -2.42 1.09
H -0.45 -1.49 1.14
H 1.31 1.35 0.17
H -1.32 0.52 1.36
H -0.83 2.04 0.33
H -1.02 -0.92 -0.61
H -3.54 0.78 -1.71
H -0.79 1.38 -2.79
```

Values from the calculation:
molecular weight	112.16	g mol⁻¹
SMILES string	NC(N)=[NH+]CC1C=C1
gap between HOMO and LUMO	9.839	eV
HOMO level	-0.4716	hartree
LUMO	-3.0	eV
charge	+1

***

Best to worst by energy: <2>, <4>, <1>, <3>.

***

<1>
The following is a quantum chemistry calculation of a cluster of 2 separate species, C5H10N3 in total, from the OMol25 dataset.

XYZ file:
```
18
Properties=species:S:1:pos:R:3
C -3.45 0.55 -0.65
C -2.15 0.90 -0.40
C -2.44 -1.02 0.48
C 2.07 -0.68 -0.92
C 1.55 0.66 1.01
N -3.61 -0.68 -0.09
N -1.54 -0.08 0.31
N 2.39 0.19 0.18
H -4.23 1.06 -1.18
H -1.63 1.80 -0.67
H -2.27 -1.94 1.00
H 2.55 -1.65 -0.76
H 1.00 -0.80 -0.99
H 2.47 -0.26 -1.84
H 1.87 1.30 1.82
H 0.49 0.41 0.90
H -4.46 -1.22 -0.09
H 3.38 0.42 0.26
```

Values from the calculation:
molecular weight	112.16	g mol⁻¹
gap between HOMO and LUMO	7.477	eV
HOMO level	-0.4418	hartree
LUMO	-4.5	eV
charge	+1

***

<2>
The following is a quantum chemistry calculation of the ion C5H10N3 with charge +1, from the OMol25 dataset.

XYZ file:
```
18
Properties=species:S:1:pos:R:3
C 2.72 0.94 -0.33
C 1.60 -0.06 -0.10
C 1.53 -1.37 0.48
N 0.16 -1.65 0.41
C -0.53 -0.64 -0.08
C -2.20 -0.53 -0.22
N -2.69 0.77 0.13
N 0.31 0.33 -0.30
H 3.58 0.35 -0.27
H 2.71 1.43 -1.26
H 2.56 1.68 0.50
H 2.22 -2.01 0.94
H -0.30 -2.53 0.45
H -2.33 -0.55 -1.38
H -2.55 -1.30 0.53
H -2.99 0.71 1.05
H -3.35 1.14 -0.50
H 0.04 1.24 -0.78
```

Values from the calculation:
molecular weight	112.16	g mol⁻¹
SMILES string	Cc1c[nH]c(CN)[nH+]1
gap between HOMO and LUMO	10.662	eV
HOMO level	-0.4936	hartree
LUMO	-2.8	eV
charge	+1

***

Best to worst by energy: <2>, <1>.